Here is a 3-piece molecular cluster, C4H15NO2 overall in a non-equilibrium geometry from the Open Molecules 2025 dataset. Energies are from wB97M-V/def2-TZVPD.

Bonds (Å) are listed after each position.
Element x y z (Å)
1 O 1.53102 0.85190 1.72121  H10 0.975, H18 0.963
2 O 1.85052 -2.25355 0.53310  H19 0.976, H21 0.973
3 N 0.69393 1.38823 -1.04405  C6 1.462, H12 1.020, H17 1.024
4 C -1.91930 -0.09104 1.14636  C7 1.556, H8 1.093, H14 1.054, H16 1.081
5 C -1.15755 -0.27913 -1.30040  C6 1.541, C7 1.546, H9 1.158, H22 1.125
6 C 0.35874 -0.02740 -1.18430  N3 1.462, C5 1.541, H13 1.124, H20 1.088
7 C -2.06926 0.46553 -0.29895  C4 1.556, C5 1.546, H11 1.102, H15 1.095
8 H -2.31555 -1.10754 1.07839  C4 1.093
9 H -1.33951 -1.41980 -1.21384  C5 1.158
10 H 1.23017 1.01217 0.80726  O1 0.975
11 H -1.91905 1.55610 -0.34381  C7 1.102
12 H -0.20604 1.86439 -1.09945  N3 1.020
13 H 0.56424 -0.53127 -0.20073  C6 1.124
14 H -2.41504 0.55537 1.81582  C4 1.054
15 H -2.99772 0.05242 -0.70604  C7 1.095
16 H -0.86481 -0.22959 1.34209  C4 1.081
17 H 1.10394 1.88466 -1.84071  N3 1.024
18 H 1.96669 1.64193 2.05693  O1 0.963
19 H 1.91677 -1.53727 1.19302  O2 0.976
20 H 0.86072 -0.51209 -2.01937  C6 1.088
21 H 2.81852 -2.24620 0.43598  O2 0.973
22 H -1.44687 0.06103 -2.33308  C5 1.125

Summary:
2S+1: 1
SMILES string: CCCCN.O.O
LUMO energy, eV: 0.863
HOMO, eV: -9.6
Relative energy (zero: lowest compared OMol25 entry of this formula, charge and spin), eV: 1.4502
Orbital gap, eV: 10.50